(1)
18
Properties=species:S:1:pos:R:3:mulliken_spin:R:1 method="wB97M-V/def2-TZVPD" multiplicity=2 lumo_energy_ev="-4.525 / -9.203" charge=+1
N -0.470 0.946 0.314 0.456
C -0.903 0.504 -0.974 0.156
C -1.807 1.262 -1.520 0.327
C -1.070 -2.017 -1.328 -0.001
C -0.402 -0.797 -1.500 0.001
H -0.417 1.927 0.303 -0.011
H -0.988 0.653 1.132 0.011
H -2.305 0.995 -2.421 0.024
H -2.068 2.173 -0.902 0.013
H -0.369 -2.933 -1.325 0.000
H -1.916 -2.195 -0.808 -0.001
H 0.402 -0.874 -2.224 0.022
H 2.992 -0.110 0.124 -0.001
H 1.673 0.627 0.308 -0.013
O 2.572 0.531 0.686 0.016
H 1.619 -0.215 2.606 0.001
H 2.129 -0.108 3.998 0.000
O 1.329 -0.368 3.531 0.000

(2)
18
Properties=species:S:1:pos:R:3:mulliken_spin:R:1 method="wB97M-V/def2-TZVPD" multiplicity=2 lumo_energy_ev="-3.167 / -8.221" charge=+1
C -0.815 -0.952 0.383 0.048
O -2.021 -0.950 1.134 0.007
C -0.500 0.512 0.216 0.020
C 0.770 0.950 -0.503 0.040
C 1.831 -0.124 -0.647 0.005
O 2.175 -0.579 0.658 0.002
N -1.680 1.139 -0.328 0.825
H 0.025 -1.430 0.883 -0.003
H -0.960 -1.481 -0.566 -0.002
H -2.410 -1.829 1.186 0.001
H -0.617 0.945 1.245 0.087
H 1.190 1.860 -0.096 0.001
H 0.476 1.164 -1.541 -0.002
H 2.711 0.280 -1.144 0.002
H 1.458 -0.942 -1.274 0.000
H -1.753 2.163 -0.215 -0.018
H 2.650 -1.410 0.566 0.000
H -2.529 0.682 0.043 -0.014

In order of appearance, ΔE to the lowest compared entry with this formula, charge and spin = 73.7 19.5 kcal per mole.